1.
This record from OMol25 describes a cluster of 2 separate species, C6H15N3O2 in total at a distorted geometry. The level of theory is wB97M-V/def2-TZVPD.

Each line ends with the Löwdin charge.
Geometry (Å):
N 1.113 2.603 -0.971  -0.013
H 2.071 2.894 -0.667  0.121
C 0.230 0.347 -0.476  -0.208
H 0.515 1.763 -2.446  0.085
H 0.040 -2.797 0.841  0.067
H -3.258 0.392 -1.302  0.134
C -0.313 0.063 -1.777  -0.456
H 0.490 -0.322 1.528  0.129
H -0.281 -2.138 -0.786  0.108
H 2.638 -0.276 0.482  0.078
H -2.484 -0.901 -0.697  0.022
N 0.933 1.529 -0.143  -0.126
H 0.514 3.428 -0.716  0.114
H 2.280 -1.764 1.300  0.016
H 2.318 -1.773 -0.326  0.046
H -1.590 0.375 1.234  0.083
O -1.127 -0.899 -2.068  -0.067
N -2.845 -0.032 -0.419  0.004
H -1.465 -1.735 0.490  0.095
C 0.511 -0.836 0.511  -0.373
C 2.085 -1.227 0.500  -0.015
C -2.000 0.799 0.290  -0.025
C -0.359 -1.973 0.336  -0.083
O -0.134 1.039 -2.732  0.038
H -1.947 1.835 -0.025  0.083
H 1.078 1.602 0.875  0.143

ΔE to the lowest compared entry with this formula, charge and spin (kcal per mole): 98.9
Frontier orbital gap (alpha / beta) (eV): 7.3 / 7.3
Highest occupied orbital energy (alpha / beta) (Eh): -0.2485 / -0.2484
M (g/mol): 161.21

---

2.
This record from OMol25 describes a structure of composition C6H15N3O8P2Pd at a distorted geometry. The level of theory is wB97M-V/def2-TZVPD.

Each line ends with the Löwdin charge.
Geometry (Å):
H 0.014 3.735 -3.087  0.151
P -1.021 2.585 0.034  0.360
O 2.043 3.038 -2.801  -0.098
O -1.700 -0.873 1.475  0.179
C -1.545 -2.476 -1.603  -0.053
C 0.198 3.533 -0.978  -0.480
H -0.001 5.462 0.002  0.095
H -1.706 3.309 2.022  0.122
C 0.783 4.776 -0.320  -0.054
O 2.523 2.171 -0.393  -0.214
P 1.547 2.344 -1.456  0.346
H -0.785 4.916 -2.250  0.178
H 1.364 4.485 0.553  0.105
N -0.895 -1.284 -2.220  -0.099
H -1.317 -4.526 -2.029  0.142
H 1.457 5.290 -1.008  0.102
O -0.288 1.372 0.705  -0.399
H 2.996 3.197 -2.849  0.122
C -1.792 -3.635 -2.456  0.049
H -2.583 -4.291 0.141  0.106
N -0.554 3.919 -2.253  0.205
N -1.468 -1.127 0.226  -0.063
O -1.467 3.607 1.136  -0.060
H -2.868 -3.851 -2.455  0.146
Pd -0.368 0.042 -0.842  1.154
C -1.888 -2.318 -0.266  -0.190
C -2.635 -3.294 0.571  0.048
H -2.228 -3.323 1.581  0.114
O -2.082 2.117 -0.906  -0.316
O -1.121 -1.106 -3.375  0.202
H -1.451 -3.486 -3.477  0.110
H -1.287 0.019 1.642  0.142
H -3.684 -2.996 0.640  0.130
H -1.426 3.362 -2.289  0.135
O 0.747 1.113 -2.010  -0.416

Net charge: +2
ΔE to the lowest compared entry with this formula, charge and spin (kcal per mole): 0.0
Frontier orbital gap (eV): 5.4
Highest occupied orbital energy (Eh): -0.6128
M (g/mol): 425.57

---

3.
This record from OMol25 describes a structure of composition C6H15N3S4SbSn at a distorted geometry. The level of theory is wB97M-V/def2-TZVPD.

Each line ends with the Löwdin charge.
Geometry (Å):
S -0.256 1.851 -2.874  0.050
H 2.076 1.037 2.327  0.155
C 1.867 0.551 1.322  -0.206
H 1.790 -1.332 2.472  0.166
H 1.886 1.956 -0.088  0.151
Sb 0.259 -0.103 -4.393  -0.100
C -1.217 1.388 1.027  -0.147
H -2.047 0.650 -0.653  0.109
N 1.158 1.330 0.305  -0.198
H -2.622 -1.404 -0.124  0.149
H -0.100 3.110 0.440  0.152
H -0.913 -2.963 1.118  0.139
C 0.107 2.138 0.975  -0.139
C 1.118 -0.675 1.811  -0.178
C -1.817 -1.010 0.523  -0.169
H -2.051 2.023 0.925  0.121
H 1.259 -2.365 0.551  0.125
Sn 0.558 0.116 -1.391  0.682
S 2.030 0.232 -5.832  -0.129
N 0.663 -1.571 0.714  -0.117
H 2.830 0.111 0.913  0.158
S -1.715 -0.483 -5.459  -0.142
N -1.389 0.282 0.021  -0.126
H 0.451 2.245 2.105  0.175
H -0.653 -2.521 -0.465  0.064
H 0.197 -0.530 2.388  0.118
S 0.823 -1.865 -2.732  0.107
C -0.688 -2.063 0.527  -0.231
H -1.385 0.828 1.978  0.123
H -2.217 -0.961 1.568  0.138

Net charge: +1
Frontier orbital gap (eV): 4.7
Highest occupied orbital energy (Eh): -0.3775
M (g/mol): 497.95